1.
C6H9BF4FeO6 | the ωB97M-V functional and the def2-TZVPD basis

Geometry (Å):
Fe  -0.46635  0.79926  0.28912
B  -0.17791  3.09040  1.22858
F  0.84462  2.25449  0.75840
F  -1.01724  3.06317  0.13049
F  -0.84239  2.39712  2.27323
F  0.24145  4.36696  1.50591
C  -3.91537  -1.48334  -0.10345
C  -2.55729  -0.74593  0.04739
O  -1.51262  -1.31076  -0.31432
O  -2.57176  0.45247  0.36070
H  -4.78752  -0.83208  -0.16088
H  -4.00212  -2.18727  0.72423
H  -3.77349  -2.17773  -0.93159
C  2.52117  -1.84778  2.32732
C  1.34223  -1.53031  1.35198
O  1.16195  -2.29705  0.38026
O  0.62495  -0.53964  1.55197
H  2.35147  -1.34254  3.27812
H  3.52721  -1.84267  1.90786
H  2.29727  -2.81478  2.77774
C  2.08425  0.96879  -3.00472
C  0.84890  0.16938  -2.47811
O  0.69670  -1.07234  -2.65370
O  0.14379  0.81542  -1.67926
H  2.94884  0.42123  -3.37989
H  2.32131  1.76760  -2.30201
H  1.66793  1.45794  -3.88535

Calculated values
Lowest unoccupied orbital energy (spin up / spin down), eV: 3.18 / 0.78
E_HOMO (spin up / spin down), Eh: -0.211 / -0.209
Net charge: -1
Kohn-Sham gap (spin up / spin down), eV: 8.9 / 6.5
2S+1: 6

Löwdin atomic charge list, values in e, 8 entries: atom 1 (Fe): 1.317, atom 2 (B): -1.293, atom 3 (F): 0.109, atom 4 (F): 0.147, atom 5 (F): 0.122, atom 6 (F): 0.177, atom 7 (C): 0.011, atom 8 (C): -0.695

***

2.
C12H14Cl3NNaOSSi | the ωB97M-V functional and the def2-TZVPD basis

Geometry (Å):
Na  0.65559  0.20194  -0.04271
S  -1.25206  0.61008  1.71983
C  -0.86141  0.90965  3.41445
C  -0.47586  -0.13170  4.26465
C  -0.17899  0.09871  5.59907
C  -0.26084  1.37904  6.13115
C  -0.64700  2.42389  5.30117
C  -0.94236  2.19219  3.96692
H  -0.41170  -1.13387  3.85876
H  0.12072  -0.73147  6.22850
H  -0.02683  1.55962  7.17291
H  -0.71659  3.43184  5.69386
H  -1.24058  3.01213  3.32535
N  -1.10793  -0.75899  -1.50406
C  -0.56983  -1.43224  -2.60956
C  -0.18985  -0.71706  -3.74287
C  0.43335  -1.36662  -4.79505
C  0.67336  -2.73266  -4.74672
C  0.28917  -3.44334  -3.61764
C  -0.32434  -2.80329  -2.55344
H  -1.65457  -1.33043  -0.87642
H  -1.55394  0.12992  -1.69846
H  -0.34653  0.35439  -3.77829
H  0.75323  -0.79174  -5.65492
H  1.16774  -3.23324  -5.56842
H  0.47943  -4.50818  -3.55775
H  -0.60228  -3.35782  -1.66446
Cl  2.88256  1.55523  -3.88113
Si  2.44423  1.67065  -1.76766
Cl  2.85555  -0.48626  -1.20223
Cl  4.31472  2.52080  -1.09278
O  -1.47533  2.18886  -1.06865
H  -0.63990  2.66527  -1.14693
H  -1.59092  2.05469  -0.10644

Calculated values
Lowest unoccupied orbital energy, eV: 2.26
E_HOMO, Eh: -0.171
Net charge: -1
Relative energy (zero: lowest compared OMol25 entry of this formula, charge and spin), kcal per mole: 1.9
Kohn-Sham gap, eV: 6.9
2S+1: 1

Löwdin atomic charge list, values in e, 8 entries: atom 1 (Na): -0.043, atom 2 (S): 0.530, atom 3 (C): -0.715, atom 4 (C): -0.147, atom 5 (C): -0.119, atom 6 (C): -0.131, atom 7 (C): -0.118, atom 8 (C): -0.142

***

3.
C33H37BO4S | the ωB97M-V functional and the def2-TZVPD basis

Geometry (Å):
C  5.07691  1.51242  -3.38945
O  4.90778  0.90497  -2.07822
C  3.67111  0.43999  -1.74787
C  3.46916  0.04887  -0.40311
C  2.17714  -0.08945  0.06669
C  1.06679  -0.06690  -0.80087
C  -0.32618  -0.04570  -0.25108
B  -0.68641  1.66175  0.10076
O  -1.78033  1.85999  0.91024
C  -1.31835  2.82402  1.89148
C  -2.32008  3.97128  1.88433
C  -1.40346  2.11927  3.23945
C  0.17208  3.20107  1.40459
C  0.47127  4.67485  1.22646
C  1.27421  2.56440  2.24498
O  0.29687  2.60413  0.08679
C  -1.44228  -0.09492  -1.28693
C  -1.55223  1.06562  -2.10617
C  -2.64818  1.31880  -2.89805
C  -3.64992  0.33807  -2.92619
C  -3.51755  -0.87911  -2.21616
C  -2.39576  -1.11123  -1.42247
C  -4.73633  -1.69638  -2.48194
C  -5.57561  -0.79635  -3.40790
O  -4.81306  0.46072  -3.62103
C  1.33768  0.00765  -2.18019
C  2.59601  0.35571  -2.66045
H  6.14725  1.71364  -3.45613
H  4.77126  0.82224  -4.19598
H  4.51724  2.46156  -3.46567
H  4.32821  -0.05182  0.25699
H  1.99761  -0.23703  1.12993
H  -0.48589  -0.68815  0.62193
H  -2.10217  4.68364  2.68709
H  -2.34614  4.51264  0.93258
H  -3.32481  3.57411  2.07532
H  -1.06571  2.77926  4.05212
H  -2.44760  1.84248  3.42909
H  -0.81174  1.19093  3.26323
H  0.53219  5.15680  2.20787
H  1.44266  4.80159  0.73546
H  -0.28089  5.19442  0.62191
H  1.41357  3.10717  3.18614
H  1.05686  1.51067  2.46555
H  2.21244  2.59922  1.67465
H  -0.73484  1.79519  -2.12469
H  -2.77023  2.24113  -3.45274
H  -2.30074  -2.05356  -0.88303
H  -4.48345  -2.64351  -2.97827
H  -5.29606  -1.93230  -1.56554
H  -6.54760  -0.52571  -2.96422
H  -5.75255  -1.25167  -4.39758
H  0.55108  -0.12532  -2.92281
H  2.75179  0.59412  -3.71515
C  -1.12548  -1.97055  4.94234
C  -0.22202  -2.14748  3.77816
C  1.11491  -1.77593  3.72123
C  1.76722  -2.23733  2.53946
C  0.91730  -2.85908  1.63008
C  1.26846  -3.40170  0.33181
C  2.62508  -3.46473  -0.07279
C  2.98071  -4.10687  -1.25468
C  1.99559  -4.70370  -2.05217
C  0.63963  -4.51710  -1.74035
C  0.27831  -3.88496  -0.55396
S  -0.68955  -2.99276  2.34193
H  -0.64807  -1.34137  5.70277
H  -2.05673  -1.47794  4.63986
H  -1.39011  -2.93070  5.41308
H  1.59650  -1.20277  4.51014
H  2.82866  -2.10164  2.35759
H  3.39513  -3.02153  0.55955
H  4.03323  -4.15826  -1.53716
H  2.28053  -5.26150  -2.94391
H  -0.13442  -4.89265  -2.41398
H  -0.77792  -3.77479  -0.29478

Calculated values
Lowest unoccupied orbital energy, eV: 0.44
E_HOMO, Eh: -0.262
Kohn-Sham gap, eV: 7.6
2S+1: 1

Löwdin atomic charge list, values in e, 8 entries: atom 1 (C): -0.065, atom 2 (O): -0.102, atom 3 (C): -0.278, atom 4 (C): -0.002, atom 5 (C): -0.053, atom 6 (C): -0.193, atom 7 (C): -0.051, atom 8 (B): -0.583

***

In the order shown, the computed total energy values come out to -64595.130 -76913.861 -54524.212 eV.